1.
Density functional theory data (ωB97M-V/def2-TZVPD) for a molecular structure, C4H32BO24 in a non-equilibrium geometry.

net charge: -1
multiplicity: 1
F_max: 10.07 eV/A
energy above the lowest of the compared OMol25 structures with the same formula, charge and spin: 76.69 kcal per mole

Cartesian coordinates (Å):
O 19.02 -13.20 3.68
C 20.21 -12.80 3.49
O 20.62 -11.64 3.75
B 22.03 -11.72 3.71
O 22.32 -13.04 3.16
C 21.26 -13.69 3.27
O 21.29 -14.86 3.67
O 22.71 -11.50 5.00
C 23.47 -10.47 4.85
O 23.95 -9.89 5.76
C 23.42 -10.01 3.49
O 22.54 -10.65 2.84
O 24.29 -9.41 2.89
O 20.80 -12.10 7.05
H 20.31 -11.41 6.62
H 21.70 -11.87 6.78
O 17.31 -13.61 5.93
H 17.44 -14.26 5.25
H 16.50 -13.98 6.38
O 22.00 -9.16 8.18
H 21.14 -9.25 7.73
H 22.65 -8.98 7.52
O 19.48 -16.84 3.66
H 20.33 -16.27 3.59
H 18.62 -16.30 3.89
O 17.66 -10.87 4.60
H 17.99 -11.73 4.77
H 16.79 -10.95 4.18
O 17.14 -15.88 4.22
H 16.96 -15.12 3.61
H 16.26 -16.31 4.35
O 23.72 -6.66 2.38
H 23.82 -7.60 2.37
H 24.14 -6.26 1.61
O 18.01 -11.17 1.63
H 18.15 -10.43 1.00
H 18.07 -10.75 2.46
O 16.03 -13.78 2.76
H 15.29 -13.54 3.38
H 16.77 -13.18 2.86
O 23.64 -9.66 0.06
H 23.96 -9.86 0.91
H 23.67 -10.52 -0.30
O 21.35 -8.64 1.07
H 21.99 -8.86 0.46
H 20.52 -8.45 0.63
O 23.81 -7.07 5.29
H 24.32 -7.81 5.59
H 24.02 -6.96 4.34
O 20.04 -9.76 6.10
H 20.15 -9.70 5.18
H 19.10 -10.04 6.27
O 19.15 -15.72 1.27
H 19.50 -16.12 2.09
H 18.35 -16.25 1.13
O 20.56 -8.67 3.67
H 20.78 -8.81 2.79
H 20.82 -7.79 3.94
O 20.46 -11.68 0.56
H 19.60 -11.58 0.99
H 21.12 -11.08 0.83



2.
Density functional theory data (ωB97M-V/def2-TZVPD) for C4H9NS4 in the gas phase in a non-equilibrium geometry.

net charge: 0
multiplicity: 1
F_max: 3.53 eV/A
energy above the lowest of the compared OMol25 structures with the same formula, charge and spin: 0.00 kcal per mole
SMILES string: SSSSN1CCCC1

Cartesian coordinates (Å):
C 1.56 -0.94 0.17
C 0.97 0.46 -0.13
C 0.33 -1.69 0.54
C -0.06 0.01 -1.16
N -0.56 -1.29 -0.57
S -3.59 2.05 -0.21
S -2.08 -1.91 -0.66
S -4.64 0.28 -0.04
S -3.26 -0.98 0.88
H 2.06 -1.29 -0.90
H 2.09 -1.14 1.11
H 0.58 0.94 0.74
H 1.78 1.08 -0.57
H 0.45 -2.85 0.53
H 0.09 -1.31 1.54
H -0.87 0.60 -1.28
H 0.35 -0.25 -2.16
H -4.11 2.45 1.00



3.
Density functional theory data (ωB97M-V/def2-TZVPD) for a gas-phase ion, C10H18N3O (charge +1) in a non-equilibrium geometry.

net charge: +1
multiplicity: 1
F_max: 4.65 eV/A
energy above the lowest of the compared OMol25 structures with the same formula, charge and spin: 81.75 kcal per mole
SMILES string: C[C@](O)(n1ccnc1)[NH+]1CCCCC1

Cartesian coordinates (Å):
C 3.37 -1.72 0.27
C 2.54 -0.86 0.88
C 2.63 -0.42 -1.29
C -2.91 -1.20 0.01
C -2.69 0.08 -0.84
C -2.17 -1.01 1.34
C -1.17 0.22 -1.05
C -0.70 -0.80 1.08
C 1.12 2.19 -0.91
C 1.11 1.08 0.10
N 3.45 -1.35 -1.04
N 1.98 -0.02 -0.11
N -0.54 0.43 0.29
O 1.24 1.50 1.42
H 4.10 -2.46 0.75
H 1.99 -0.87 1.84
H 2.55 0.14 -2.20
H -4.00 -1.16 0.17
H -2.45 -2.10 -0.46
H -3.31 -0.02 -1.85
H -3.22 0.96 -0.48
H -2.57 -0.03 1.92
H -2.34 -1.88 1.94
H -0.70 -0.64 -1.44
H -0.97 1.24 -1.53
H -0.14 -0.55 1.99
H -0.34 -1.72 0.59
H 0.14 2.83 -0.90
H 1.96 2.82 -0.76
H 1.10 1.89 -2.06
H -1.02 1.22 0.81
H 1.97 2.19 1.51



4.
Density functional theory data (ωB97M-V/def2-TZVPD) for 2 unconnected molecules or ions with the total composition C17H31N7O8P in a non-equilibrium geometry.

net charge: +1
multiplicity: 1
F_max: 2.45 eV/A

Cartesian coordinates (Å):
O -1.67 -1.75 6.71
O 3.65 -2.33 -2.38
O 2.62 7.61 -0.50
O 3.34 3.25 -3.15
O -4.75 -0.45 2.70
O -0.40 -0.44 -3.14
O 2.06 5.82 0.76
O 1.23 -1.29 -1.50
C -2.37 -1.63 5.72
C 3.95 -2.46 -3.57
C 2.48 6.41 -0.38
C 2.49 3.12 -2.28
C -3.81 -0.04 3.38
C -1.66 -1.38 0.07
C -2.62 -1.79 0.96
C -3.57 -1.59 -1.03
N -2.27 -1.26 -1.17
N -3.93 0.99 4.22
N 6.44 -2.83 -3.05
N 2.15 4.20 -1.49
N 2.95 -2.25 -4.50
N -1.85 -1.04 4.64
N -3.81 -1.90 0.27
C -3.80 -2.14 5.74
C -5.15 1.76 4.43
C 5.35 -2.89 -4.06
C 2.80 5.52 -1.59
C 1.77 1.78 -2.08
C -2.41 -2.04 2.44
C 1.51 -2.07 -4.18
C 2.04 0.73 -3.19
C -2.45 -0.77 3.32
P 1.05 -0.75 -2.99
H 1.95 6.56 1.39
H 2.15 -1.64 -1.52
H -0.61 -1.21 0.28
H -4.32 -1.54 -1.82
H -1.78 -0.95 -2.03
H -3.12 1.23 4.78
H 7.30 -3.27 -3.39
H 6.14 -3.24 -2.16
H 1.52 4.04 -0.70
H 3.21 -2.39 -5.48
H -0.88 -0.77 4.77
H -4.72 -2.05 0.70
H -3.99 -2.78 4.89
H -4.49 -1.30 5.76
H -3.94 -2.72 6.65
H -4.93 2.68 4.98
H -5.59 2.03 3.46
H -5.88 1.18 4.99
H 5.27 -3.91 -4.43
H 5.63 -2.25 -4.91
H 2.47 6.02 -2.50
H 3.88 5.40 -1.64
H 0.70 1.98 -2.03
H 2.08 1.37 -1.11
H -3.16 -2.75 2.78
H -1.43 -2.52 2.56
H 0.97 -1.85 -5.11
H 1.11 -3.01 -3.79
H 1.79 1.16 -4.17
H 3.10 0.46 -3.20
H -1.79 -0.05 2.84



| no. | E_tot (eV) |
| --- | --- |
| 1 | -54491.4749 |
| 2 | -49124.0792 |
| 3 | -17171.5286 |
| 4 | -54230.7383 |